# 1
The following is a quantum chemistry calculation of a molecular structure, C22H30AuBF2N3O3SSi in a non-equilibrium geometry, from the Open Molecules 2025 dataset.

Summary:
E_tot in eV: -62438.3503
LUMO level in eV: 2.25

The geometry in ORCA input format:
```
! wB97M-V def2-TZVPD RIJCOSX def2/J DEFGRID3
* xyz -1 1
Au -0.44620 0.97416 1.05353
C -1.67048 1.63249 -2.03871
C -1.23398 2.93285 -1.43641
C -1.49290 4.13178 -2.13667
C -1.00961 5.30411 -1.65592
C -0.23201 5.31295 -0.48018
C 0.37998 6.50157 -0.02999
C 1.15193 6.46878 1.09903
C 1.30252 5.28441 1.82618
C 0.69756 4.08165 1.45552
S 0.89517 2.69160 2.44920
C -0.07090 4.08294 0.22284
N -0.59595 2.91438 -0.28544
H -2.08626 1.78460 -3.03551
H -2.40579 1.13855 -1.40597
H -0.81444 0.95936 -2.09800
H -2.06636 4.09850 -3.05476
H -1.18770 6.24212 -2.17127
H 0.23772 7.41446 -0.59752
H 1.64298 7.37280 1.44406
H 1.90423 5.27869 2.72478
F 2.81430 -1.44760 0.50630
B 3.10029 -1.13385 -0.73522
F 4.29651 -0.62502 -0.98439
C 0.31660 -1.36473 -4.58758
C 1.01472 -2.64607 -4.13122
C 0.72256 -2.99530 -2.65554
C 1.58324 -4.20385 -2.23490
C 1.35856 -4.61732 -0.77882
C -0.74170 -3.40647 -2.55519
O -1.18165 -4.34109 -3.19095
N -1.52617 -2.66783 -1.71709
C -1.14309 -1.51171 -0.99979
O -1.97687 -0.89658 -0.40235
N 0.21225 -1.15849 -1.06408
C 1.01104 -1.82398 -1.76666
O 2.30521 -1.42310 -1.81445
H 0.51589 -1.17121 -5.64091
H 0.67113 -0.50643 -4.01275
H -0.76495 -1.43625 -4.45066
H 2.09423 -2.53750 -4.24652
H 0.67938 -3.49295 -4.72906
H 2.63082 -3.93841 -2.38657
H 1.33267 -5.03039 -2.89936
H 1.53373 -3.78326 -0.09469
H 2.03543 -5.42649 -0.50671
H 0.33675 -4.96867 -0.62564
H -2.49638 -2.93525 -1.63320
C -2.36912 -1.89497 4.28186
Si -0.82195 -0.82337 4.06026
C 0.55576 -1.62898 5.08819
C -1.22388 0.82474 4.86818
C -0.28816 -0.79438 2.30712
H -2.61742 -2.03238 5.33884
H -2.23088 -2.88442 3.83596
H -3.23006 -1.42938 3.79239
H 0.23555 -1.92660 6.09210
H 1.39675 -0.93664 5.19286
H 0.92877 -2.51946 4.57427
H -1.58573 0.69096 5.89371
H -1.99506 1.34802 4.29695
H -0.34584 1.47416 4.89235
H -0.82651 -1.56374 1.73775
H 0.78382 -1.01651 2.23643
*
```

natural (NBO) atomic charge list, values in e, 2 entries: 0.533, -0.654



# 2
The following is a quantum chemistry calculation of 2 unconnected molecules or ions with the total composition CH2INS in a non-equilibrium geometry, from the Open Molecules 2025 dataset.

Summary:
E_tot in eV: -21494.5979
Structure (SMILES): N=C=S.I
LUMO level in eV: 0.21

The geometry in ORCA input format:
```
! wB97M-V def2-TZVPD RIJCOSX def2/J DEFGRID3
* xyz 0 1
N 1.08715 1.80990 0.82706
C 0.19977 1.67719 0.00045
S -0.83336 1.62679 -1.16791
H 1.62269 1.11210 1.15940
I -0.33139 -3.02626 -0.87543
H -1.74486 -3.19971 0.05643
*
```

natural (NBO) atomic charge list, values in e, 2 entries: -0.669, 0.230



# 3
The following is a quantum chemistry calculation of a gas-phase ion, C6H13O (charge -1), from the Open Molecules 2025 dataset.

Summary:
E_tot in eV: -8479.7557
Structure (SMILES): CCCCCC[O-]
LUMO level in eV: 3.83

The geometry in ORCA input format:
```
! wB97M-V def2-TZVPD RIJCOSX def2/J DEFGRID3
* xyz -1 1
C 1.40453 0.42689 -2.26496
C 0.91895 0.84038 -0.87758
C 0.90686 -0.31165 0.12057
C -0.39217 -1.11782 0.15635
C -1.56036 -0.32312 0.73225
C -1.30035 0.26553 2.17622
O -1.03671 1.57107 2.20869
H 2.31914 -0.17317 -2.22127
H 0.63461 -0.15732 -2.78156
H 1.56842 1.30067 -2.90298
H 1.54647 1.64884 -0.48273
H -0.08225 1.24826 -0.97512
H 1.13624 0.05394 1.12162
H 1.74470 -0.99307 -0.08489
H -0.24453 -2.01143 0.76394
H -0.64076 -1.43702 -0.85940
H -1.78526 0.53082 0.08712
H -2.47828 -0.93176 0.72937
H -2.19343 -0.04510 2.76907
H -0.46581 -0.38493 2.58529
*
```

natural (NBO) atomic charge list, values in e, 2 entries: -0.602, -0.402



# 4
The following is a quantum chemistry calculation of a molecular structure, C21H34Cl2F6MnN2O8Si4, from the Open Molecules 2025 dataset.

Summary:
E_tot in eV: -145868.6731
<S²>: 4.131
LUMO level (alpha / beta) in eV: -1.79 / -0.84

The geometry in ORCA input format:
```
! wB97M-V def2-TZVPD RIJCOSX def2/J DEFGRID3
* xyz 0 4
Mn -0.35177 -0.16511 0.64849
O -0.84731 3.48458 -0.69561
C -0.98875 2.55477 0.05688
O -0.49423 1.35382 -0.27133
C -1.70055 2.71668 1.35915
C -2.15500 3.99217 1.66322
C -2.82815 4.20326 2.84451
C -3.05446 3.18866 3.75147
C -2.59435 1.92598 3.45040
C -1.92308 1.64547 2.24422
O -1.56515 0.42770 1.93160
N -2.85047 0.87770 4.47708
O -3.59475 1.17278 5.38936
O -2.27922 -0.18640 4.36977
N -3.32257 5.56140 3.16434
O -3.88385 5.71641 4.22841
O -3.13324 6.42842 2.33848
H -1.97964 4.79735 0.96444
H -3.57562 3.37259 4.67707
Cl 0.22538 -1.64688 2.57090
C 1.39621 -2.94636 2.15243
Cl 0.68587 -4.53872 2.29859
H 2.18773 -2.84834 2.88338
H 1.72946 -2.74746 1.14439
C -4.05382 1.93399 -1.75298
Si -2.97736 0.65600 -2.58086
C -4.06021 -0.27107 -3.79491
C -1.62623 1.50563 -3.53125
Si -2.00795 -0.91331 -1.10004
Si -3.59972 -1.65393 0.46876
C -4.77035 -2.77554 -0.47511
C -2.96363 -2.69960 1.86597
C -4.58601 -0.21414 1.12674
Si -1.03183 -2.58317 -2.44397
C -0.00506 -3.68753 -1.35301
C -2.44794 -3.58990 -3.14228
C -0.07022 -1.98682 -3.91200
H -4.50015 2.55317 -2.53817
H -3.50244 2.60320 -1.08991
H -4.86585 1.48034 -1.18673
H -4.65151 0.48406 -4.32328
H -4.75759 -0.97463 -3.33602
H -3.47520 -0.81638 -4.54009
H -2.06931 2.11921 -4.32230
H -0.94423 0.79080 -3.99480
H -1.04062 2.15589 -2.87921
H -4.32250 -3.75882 -0.62452
H -5.07056 -2.37731 -1.44579
H -5.68102 -2.92207 0.11742
H -2.27472 -3.47204 1.51248
H -3.82273 -3.20032 2.32446
H -2.47133 -2.11374 2.64059
H -5.51260 -0.10401 0.55987
H -4.06218 0.73979 1.09683
H -4.84996 -0.41868 2.16941
H -0.61822 -4.09462 -0.54482
H 0.82185 -3.12598 -0.91005
H 0.42019 -4.52496 -1.91416
H -3.11851 -3.98219 -2.38237
H -2.01353 -4.44239 -3.67682
H -3.04747 -3.02185 -3.85775
H 0.85537 -1.48197 -3.65621
H -0.65897 -1.31601 -4.54163
H 0.16877 -2.87765 -4.50147
C 3.09529 0.79487 0.49745
C 2.40079 -0.05292 -0.56275
O 1.26041 -0.64410 -0.04459
C 3.35265 -1.21498 -0.95912
F 3.41127 -2.12296 0.03468
F 2.94447 -1.86341 -2.05274
F 4.60493 -0.80352 -1.16228
C 2.13277 0.82981 -1.82206
F 1.14832 0.35054 -2.57203
F 1.82813 2.08322 -1.48061
F 3.23297 0.89894 -2.59234
H 3.41498 0.15339 1.31822
H 2.38529 1.52846 0.87378
H 3.96229 1.31937 0.09939
*
```

Löwdin atomic charge list, values in e, 2 entries: 0.655, 0.117



# 5
The following is a quantum chemistry calculation of a molecular structure, C25H42BCl6F16LiO5 in a non-equilibrium geometry, from the Open Molecules 2025 dataset.

Summary:
E_tot in eV: -156340.0871
LUMO level in eV: 0.07

The geometry in ORCA input format:
```
! wB97M-V def2-TZVPD RIJCOSX def2/J DEFGRID3
* xyz 0 1
Li 4.45955 -30.37583 8.54730
B 2.52729 -29.85975 8.20767
H 1.45330 -29.42757 8.26002
H 2.54733 -30.84188 7.58155
H 3.31090 -29.12898 7.81510
H 2.85801 -30.17574 9.25363
C -0.06037 -33.48660 4.01792
C -1.25383 -34.30044 3.54387
C -2.02185 -34.88652 4.72362
F -2.45221 -33.86299 5.49879
F -3.06705 -35.63875 4.31476
F -2.06624 -33.49806 2.81576
F -0.88355 -35.28560 2.70090
O 0.82311 -34.41145 4.63986
C 2.03843 -33.89640 4.98724
C 2.84806 -35.03518 5.58635
F 4.09337 -34.61327 5.93999
F 2.21845 -35.61514 6.64671
F 2.68413 -33.42886 3.90611
F 1.85660 -32.87492 5.83669
H -0.35164 -32.63650 4.63330
H 0.41418 -33.06655 3.12631
H -1.41151 -35.52675 5.36328
H 2.97593 -35.85039 4.86290
C 3.25330 -24.17253 7.15183
C 2.32805 -23.31522 6.29552
C 1.61635 -24.17529 5.26113
F 0.81523 -25.08477 5.88417
F 0.81268 -23.44278 4.42107
F 1.42243 -22.67866 7.09082
F 3.04311 -22.33302 5.68620
O 4.22292 -24.73925 6.26716
C 5.07284 -25.62770 6.89966
C 6.12842 -26.03473 5.87465
F 6.77842 -27.15259 6.29510
F 5.54145 -26.28294 4.68045
F 5.62283 -25.07570 7.98791
F 4.36926 -26.71043 7.28821
H 2.72890 -24.95497 7.69594
H 3.74600 -23.50621 7.86280
H 2.30057 -24.71238 4.59887
H 6.88646 -25.26276 5.71203
C 6.57333 -27.96118 11.38996
C 5.40805 -28.47752 12.22397
C 4.82934 -29.58130 11.33240
O 5.29260 -29.34428 10.00048
C 6.02797 -28.08210 9.98184
H 7.38891 -28.66329 11.58506
H 6.89674 -26.95944 11.66670
H 4.63172 -27.71571 12.33960
H 5.72872 -28.81452 13.20634
H 3.74145 -29.63845 11.38028
H 5.22090 -30.54781 11.66804
H 5.21042 -27.37064 9.82673
H 6.72674 -28.03704 9.15234
C 7.76392 -31.52136 6.19371
C 6.55942 -31.58548 5.23574
C 5.71496 -30.40097 5.68512
O 5.89499 -30.36676 7.09753
C 7.27289 -30.62089 7.34279
H 8.64220 -31.09690 5.71509
H 7.95563 -32.52076 6.58283
H 5.98498 -32.49875 5.38037
H 6.94946 -31.53000 4.22121
H 4.64367 -30.42554 5.46671
H 5.96676 -29.42600 5.24792
H 7.37928 -31.07893 8.32721
H 7.76937 -29.64244 7.36996
C 3.78392 -34.16351 10.18777
C 4.89679 -34.64086 9.28637
C 5.41486 -33.34239 8.63884
O 4.37561 -32.37560 8.86725
C 3.18704 -33.03670 9.36562
H 4.19625 -33.80514 11.13660
H 3.03053 -34.91152 10.44156
H 4.40286 -35.24944 8.52234
H 5.64624 -35.25814 9.77702
H 5.53135 -33.50921 7.57109
H 6.30176 -33.04353 9.19669
H 2.59099 -33.44878 8.54851
H 2.59251 -32.30041 9.89643
C 2.37559 -27.59870 10.03643
Cl 3.21150 -26.04087 10.18497
Cl 1.81099 -28.22564 11.59719
H 1.48047 -27.48928 9.43587
H 3.05608 -28.31313 9.58427
C -0.44414 -31.50722 7.86295
Cl -0.27161 -33.20756 8.27276
Cl -2.15772 -31.07121 7.54549
H 0.00667 -30.87444 8.62018
H 0.15476 -31.30013 6.98024
C 1.42631 -28.78855 5.41039
Cl 0.17585 -29.63791 4.49891
Cl 2.27491 -27.57980 4.42375
H 0.92513 -28.28112 6.22269
H 2.13780 -29.54155 5.71790
*
```

Löwdin atomic charge list, values in e, 2 entries: 0.548, -0.492



# 6
The following is a quantum chemistry calculation of a molecular structure, C28H20BrN2OPRuSe2, from the Open Molecules 2025 dataset.

Summary:
E_tot in eV: -246991.7525
<S²>: 0.759
LUMO level (alpha / beta) in eV: -3.84 / -4.00

The geometry in ORCA input format:
```
! wB97M-V def2-TZVPD RIJCOSX def2/J DEFGRID3
* xyz 1 2
Ru 1.13369 0.77694 0.81311
Br -4.36840 -4.03402 1.76381
C -2.83351 -2.93800 1.82348
C -1.71603 -3.35064 2.55813
C -0.59396 -2.56063 2.60525
C -0.52810 -1.34504 1.91006
O 0.59561 -0.65755 2.00318
C -1.66699 -0.92152 1.18400
C -1.77230 0.33951 0.51841
N -0.81455 1.19261 0.36319
C -1.01538 2.45424 -0.25942
C -2.21600 2.99897 -0.63382
C -2.26786 4.26138 -1.25322
C -1.12943 4.97939 -1.48549
C 0.12279 4.45756 -1.09356
C 1.34502 5.14423 -1.27955
C 2.51128 4.57822 -0.85543
C 2.47744 3.31790 -0.23724
N 1.35656 2.65234 -0.05174
C 0.17139 3.19560 -0.47640
C -2.81528 -1.74171 1.16178
H -1.74094 -4.29359 3.08747
H 0.28037 -2.86773 3.16444
H -2.76003 0.57443 0.12834
H -3.14680 2.47948 -0.45327
H -3.22979 4.66389 -1.53891
H -1.17242 5.95275 -1.95621
H 1.33681 6.11630 -1.75634
H 3.46302 5.07256 -0.98422
H 3.38297 2.83506 0.10486
H -3.68929 -1.41471 0.61251
Se 3.55056 0.18764 1.29164
P 3.07555 -1.35673 -0.15374
Se 1.39993 -0.41898 -1.24391
C 4.44168 -1.80880 -1.22911
C 5.73098 -1.39083 -0.92088
C 6.78862 -1.79504 -1.72412
C 6.55303 -2.59944 -2.82805
C 5.26142 -3.01194 -3.13606
C 4.20238 -2.62258 -2.33520
C 2.50422 -2.88215 0.62531
C 1.48798 -3.64792 0.06605
C 1.14109 -4.85834 0.64964
C 1.80294 -5.29517 1.78752
C 2.81436 -4.52514 2.34869
C 3.16957 -3.31797 1.76914
H 5.90632 -0.75320 -0.06336
H 7.79518 -1.47725 -1.48789
H 7.37884 -2.90863 -3.45483
H 5.08235 -3.63864 -3.99920
H 3.19700 -2.95210 -2.57210
H 0.95683 -3.29795 -0.81028
H 0.34858 -5.45505 0.21757
H 1.52969 -6.23862 2.24182
H 3.32638 -4.86572 3.23882
H 3.95144 -2.71008 2.20815
*
```

natural (NBO) atomic charge list, values in e, 2 entries: 0.701, 0.091



We obtain relative energy (zero: lowest compared OMol25 entry of this formula, charge and spin) values of 315.4; 18.6; 17.8; 87.2; 23.3; 0.0 kJ/mol for the records listed above, in that order.